Record 1
39
Properties=species:S:1:pos:R:3 method="wB97M-V/def2-TZVPD" total_charge=0 e_lumo_ev=0.0 spin_multiplicity=1 smiles="O=S1(=O)C[C@H](O)[C@@H](O)C1.CNC(=O)[C@H](C)NC(C)=O" homo_lumo_gap_ev=9.703 homo_ha=-0.3567
O 0.7491 -1.2411 -5.1133
S 0.6025 0.1063 -4.5438
O 0.3042 1.1310 -5.5572
C -0.6590 0.1184 -3.2755
C -0.0359 0.9321 -2.1565
O -0.2529 2.3165 -2.4203
C 1.4808 0.6349 -2.1240
O 1.7070 -0.6215 -1.4891
C 2.0141 0.5678 -3.5479
H -1.5824 0.5473 -3.6627
H -0.8322 -0.9109 -2.9589
H -0.4964 0.6758 -1.1972
H -1.1999 2.5149 -2.5194
H 2.0076 1.4140 -1.5618
H 1.6033 -0.5105 -0.5138
H 2.8102 -0.1699 -3.6538
H 2.3667 1.5437 -3.8813
C -1.1747 2.7244 2.6296
N -0.0948 2.0133 1.9444
C 0.0553 0.6978 1.7461
O 0.9879 0.3361 1.0315
C -0.9814 -0.3233 2.3000
C -1.1024 -0.3710 3.8357
N -0.7767 -1.6930 1.7999
C 0.3115 -2.4440 1.9967
C 0.3563 -3.7534 1.2449
O 1.2316 -2.1410 2.7433
H -0.9803 2.7499 3.7039
H -2.1387 2.2481 2.4436
H -1.2206 3.7526 2.2651
H 0.6446 2.5734 1.5449
H -1.9501 0.0038 1.9241
H -0.1312 -0.5886 4.2823
H -1.8078 -1.1507 4.1258
H -1.4624 0.5768 4.2286
H -1.4752 -2.0673 1.1818
H 1.2026 -4.3364 1.6065
H -0.5652 -4.3064 1.4145
H 0.4849 -3.5498 0.1831

=====

Record 2
35
Properties=species:S:1:pos:R:3 method="wB97M-V/def2-TZVPD" total_charge=+1 e_lumo_ev="-3.3 / -3.3" spin_multiplicity=1 homo_lumo_gap_ev="7.552 / 7.552" homo_ha="-0.3972 / -0.3972"
C -0.3745 -1.2479 -3.5694
S 0.0141 -1.7517 -2.0695
O 1.4797 -1.7806 -1.9050
C -0.7485 -3.3700 -1.8751
C -0.0864 -4.3464 -2.8444
N -0.7579 -0.9128 -0.7830
C -0.4239 0.0986 -0.1161
C -1.5568 0.7289 0.7169
N -0.9958 1.4955 1.8170
C 0.2855 1.6407 2.1352
N 0.6513 2.4684 3.1037
C -0.3161 3.0640 4.0018
C 1.3822 0.7707 1.5440
C 0.9903 0.4426 0.0944
C 1.1736 1.8114 -0.6289
H -0.1736 -0.3592 -3.9963
H -1.3781 -1.3146 -3.9101
H -0.6255 -3.6797 -0.7325
H -1.7923 -3.0718 -2.0742
H 0.3889 -3.9388 -3.6782
H 0.7494 -4.8980 -2.4221
H -0.6326 -5.1229 -3.3680
H -2.1522 1.4582 0.2592
H -2.2816 0.0132 1.2065
H -1.5757 1.7016 2.6040
H 1.5309 2.8921 3.2528
H -1.1180 3.7657 3.4799
H -0.8040 2.2736 4.4490
H 0.1998 3.7343 4.5479
H 2.2997 1.1938 1.5407
H 1.4389 -0.1607 1.9877
H 1.6536 -0.1832 -0.3867
H 0.5403 2.6511 -0.1434
H 0.8473 1.5969 -1.6254
H 2.1680 2.3369 -0.6125

=====

Record 3
40
Properties=species:S:1:pos:R:3 method="wB97M-V/def2-TZVPD" total_charge=+2 e_lumo_ev=-6.5 spin_multiplicity=1 homo_lumo_gap_ev=8.205 homo_ha=-0.5410
Zr -2.0993 1.6978 -1.9555
N -0.2968 2.1568 1.8206
C -0.5959 0.7383 1.6237
C -1.5412 0.1427 2.6643
C -1.8452 -1.3599 2.5458
C -0.8846 -2.2970 3.2697
N 0.3531 -2.5436 2.5165
C 1.2990 -3.3901 2.9092
N 2.3333 -3.6639 2.1127
N 1.2155 -3.9681 4.1032
C -1.1959 0.7494 0.2284
O -0.4659 0.6580 -0.8110
O -2.4395 1.0105 0.0639
H 0.4795 2.2994 2.4522
H -1.1034 2.6497 2.1868
H 0.3577 0.2101 1.5675
H -2.4847 0.6847 2.5815
H -1.1381 0.3669 3.6547
H -1.9390 -1.6594 1.4955
H -2.8221 -1.5421 2.9920
H -1.3777 -3.2558 3.4454
H -0.6309 -1.8616 4.2410
H 0.4592 -2.0774 1.6308
H 2.3473 -3.3613 1.1546
H 3.0999 -4.2344 2.4272
H 0.4976 -3.7136 4.7592
H 1.8742 -4.6730 4.3894
S -2.2469 3.8543 -1.7427
C 1.8223 3.3260 -5.6980
N 0.9745 2.4168 -4.9325
C 1.0407 1.0407 -4.9620
C 0.0913 0.5931 -4.1093
N -0.5687 1.6853 -3.5642
C 0.0091 2.7682 -4.0915
H 2.8657 3.1762 -5.4313
H 1.5432 4.3519 -5.4751
H 1.6928 3.1474 -6.7628
H 1.7453 0.5130 -5.5802
H -0.1598 -0.4213 -3.8525
H -0.2653 3.7849 -3.8673

=====

Record 4
46
Properties=species:S:1:pos:R:3 method="wB97M-V/def2-TZVPD" total_charge=+1 e_lumo_ev=-3.7 spin_multiplicity=1 homo_lumo_gap_ev=8.012 homo_ha=-0.4321
N 0.4004 2.1557 -0.0127
C -0.5859 1.3031 -0.3882
N -2.0726 1.4479 -0.1522
C -2.5741 0.2861 -0.8101
N -1.5389 -0.5106 -1.4344
N -0.3782 0.1278 -1.1525
P 1.0734 -0.6618 -1.8061
O 1.1515 -2.1521 -0.9367
I 3.1356 0.5091 -1.2041
H 1.1123 2.5560 -0.6299
H 0.3997 2.5066 0.9507
H -3.6426 -0.0521 -0.8800
H -1.6383 -1.3813 -1.9628
H 0.9278 -1.9090 -0.0052
Br -0.9727 -4.9397 -2.0318
C 0.8238 -5.6365 -1.7364
C 0.8836 -6.4837 -0.4913
Br 0.9004 -5.3798 1.1158
H 1.4957 -4.7797 -1.7068
H 1.0449 -6.2354 -2.6206
H 1.8148 -7.0500 -0.4567
H 0.0430 -7.1696 -0.3963
Br 0.1292 -0.5015 4.8580
C -0.4215 1.3620 4.7097
C -1.6103 1.5095 3.7904
Br -1.0866 1.3743 1.9090
H 0.4505 1.9252 4.3799
H -0.6798 1.6640 5.7256
H -2.0519 2.5023 3.8896
H -2.3792 0.7565 3.9580
Br -7.3360 1.9276 -4.1197
C -5.6294 2.8498 -4.2968
C -4.4823 1.9590 -3.8909
Br -4.3531 1.8074 -1.9484
H -5.6974 3.7612 -3.7043
H -5.5558 3.1128 -5.3526
H -3.5307 2.3897 -4.2051
H -4.5645 0.9463 -4.2830
Br 4.3236 0.2266 2.6543
C 6.0051 1.0115 2.0579
C 6.0526 2.4893 2.3505
Br 4.9727 3.4972 1.0770
H 6.1063 0.7792 0.9985
H 6.7788 0.4834 2.6160
H 7.0663 2.8728 2.2294
H 5.6898 2.7430 3.3454

=====

| no. | DFT total energy (eV) |
| --- | --- |
| 1 | -36794.813 |
| 2 | -28035.788 |
| 3 | -35835.459 |
| 4 | -596438.137 |